DFT (wB97M-V/def2-TZVPD) results for a molecular structure, C24H33N2ORuSSi.

Values from the calculation:
* charge: +2
* electronic energy: -51734.193 eV
* frontier orbital gap (spin up / spin down): 8.948 / 6.271 eV
* spin multiplicity: 2
* relative energy (zero: lowest compared OMol25 entry of this formula, charge and spin): 0.0 kcal/mol
* HOMO (spin up / spin down): -14.5 / -14.6 eV

Atoms and positions in Å:
Ru  1.420  -0.647  -1.191
S  -1.466  -1.844  -0.518
Si  1.336  0.590  2.202
O  -0.672  -0.802  -1.343
N  0.989  1.334  -1.671
N  1.217  0.641  0.385
C  2.795  -2.165  -0.317
C  1.293  -1.207  2.675
C  -2.466  -1.578  1.978
C  -3.627  0.899  1.484
C  -2.896  0.281  0.485
C  3.409  -0.634  -2.107
C  -4.614  0.955  3.805
C  0.784  2.169  -2.669
C  0.614  3.537  -2.373
C  0.678  3.987  -1.066
C  1.024  1.744  -0.369
C  -2.324  -0.959  0.742
C  2.545  -1.346  -2.997
C  1.929  -2.827  -1.182
C  0.743  1.645  -4.065
C  0.873  -3.178  -3.465
C  0.884  3.090  -0.025
C  3.551  -1.052  -0.781
C  -0.151  1.478  2.874
C  -3.212  -0.950  2.962
C  -2.817  -2.209  -1.623
C  1.808  -2.447  -2.554
C  2.948  1.403  2.636
C  -3.805  0.292  2.731
H  0.050  2.222  -4.675
H  -2.771  0.756  -0.481
H  3.081  1.382  3.720
H  -0.161  2.549  2.679
H  -5.013  1.912  3.475
H  2.428  -1.004  -4.017
H  2.992  2.447  2.321
H  2.854  -2.472  0.716
H  3.930  0.247  -2.455
H  0.085  -3.677  -2.903
H  -3.527  -2.839  -1.089
H  -2.016  -2.546  2.166
H  0.434  4.228  -3.185
H  1.729  1.729  -4.528
H  -4.081  1.863  1.295
H  -1.073  1.048  2.480
H  0.936  -1.287  3.704
H  1.424  -3.946  -4.010
H  0.438  0.600  -4.067
H  -4.008  1.124  4.696
H  0.420  -2.507  -4.194
H  0.946  3.416  1.001
H  1.319  -3.638  -0.807
H  4.181  -0.496  -0.102
H  0.611  -1.784  2.047
H  -2.410  -2.740  -2.481
H  3.801  0.881  2.198
H  -5.451  0.320  4.100
H  -0.163  1.348  3.959
H  0.563  5.041  -0.852
H  -3.283  -1.274  -1.927
H  -3.339  -1.430  3.924
H  2.279  -1.672  2.648

Table of Löwdin atomic charges, one value per atom, all in e: number 1, Ru, carries 1.22; number 2, S, carries 0.99; number 3, Si, carries 0.48; number 4, O, carries -0.62; number 5, N, carries 0.03; number 6, N, carries -0.03; number 7, C, carries -0.12; number 8, C, carries -0.15; number 9, C, carries -0.08; number 10, C, carries -0.02; number 11, C, carries -0.07; number 12, C, carries -0.12; number 13, C, carries -0.02; number 14, C, carries -0.27; number 15, C, carries 0.04; number 16, C, carries 0.00; number 17, C, carries -0.38; number 18, C, carries -0.43; number 19, C, carries -0.09; number 20, C, carries -0.10; number 21, C, carries 0.00; number 22, C, carries -0.01; number 23, C, carries 0.04; number 24, C, carries -0.12; number 25, C, carries -0.13; number 26, C, carries -0.02; number 27, C, carries -0.19; number 28, C, carries -0.32; number 29, C, carries -0.15; number 30, C, carries -0.25; number 31, H, carries 0.10; number 32, H, carries 0.12; number 33, H, carries 0.05; number 34, H, carries 0.03; number 35, H, carries 0.08; number 36, H, carries 0.13; number 37, H, carries 0.04; number 38, H, carries 0.11; number 39, H, carries 0.14; number 40, H, carries 0.08; number 41, H, carries 0.08; number 42, H, carries 0.12; number 43, H, carries 0.13; number 44, H, carries 0.10; number 45, H, carries 0.13; number 46, H, carries 0.01; number 47, H, carries 0.05; number 48, H, carries 0.11; number 49, H, carries 0.07; number 50, H, carries 0.09; number 51, H, carries 0.10; number 52, H, carries 0.11; number 53, H, carries 0.14; number 54, H, carries 0.13; number 55, H, carries 0.02; number 56, H, carries 0.06; number 57, H, carries 0.03; number 58, H, carries 0.10; number 59, H, carries 0.06; number 60, H, carries 0.13; number 61, H, carries 0.07; number 62, H, carries 0.13; number 63, H, carries 0.03